No. 1
11
Properties=species:S:1:pos:R:3:forces:R:3:mulliken_charge:R:1 method="wB97M-V/def2-TZVPD" homo_lumo_gap_ev=9.0 relative_energy_kcal_mol=101.3 total_charge=0
N -0.1695 -1.1031 1.0120 -0.179 0.107 0.060 -0.529
C 0.9894 -0.5607 0.2639 0.490 -0.020 -0.049 -0.033
C -0.3740 -0.6870 -0.3434 0.068 0.211 -0.373 -0.094
C -0.6810 0.7795 -0.6134 -0.085 -0.200 0.099 -0.406
O 0.0143 1.4503 0.4756 0.993 0.482 -0.711 -0.175
C 1.2307 0.8970 0.5811 -0.866 -0.486 1.133 -0.405
H -0.5148 -0.4208 1.6864 0.095 -0.038 -0.065 0.273
H 1.8248 -1.2291 0.0993 -0.155 0.026 0.034 0.409
H -0.6475 -1.4600 -1.0572 0.178 0.259 0.043 0.375
H -1.6944 1.1660 -0.7457 0.100 -0.277 0.440 0.328
H -0.0578 1.0699 -1.4554 -0.637 -0.064 -0.611 0.256

=====

No. 2
16
Properties=species:S:1:pos:R:3:forces:R:3:mulliken_charge:R:1 method="wB97M-V/def2-TZVPD" homo_lumo_gap_ev=10.4 relative_energy_kcal_mol=72.7 smiles=OC[C@@H]1C[C@H](O)N1 total_charge=0
O -0.4199 -1.8221 1.7484 0.183 -0.092 -0.086 -0.537
C -1.0729 -0.9598 0.8486 -0.371 0.219 -0.136 -0.692
C -0.2783 0.3248 0.6596 0.106 -0.117 0.519 0.474
C -0.5590 1.1293 -0.6179 1.203 0.126 0.033 -0.852
C 1.1182 0.6482 -0.9881 -1.113 0.959 0.129 -0.194
O 1.2182 -0.0796 -2.1515 -0.471 -0.524 0.012 -0.495
N 1.0833 -0.0311 0.2761 0.294 -0.657 0.259 -0.412
H 0.4682 -1.9580 1.3813 -0.143 0.052 0.085 0.332
H -2.0529 -0.7384 1.2746 -0.058 -0.048 -0.040 0.330
H -1.2268 -1.4421 -0.1335 0.055 0.052 0.152 0.236
H -0.2978 0.8929 1.5903 -0.125 0.096 0.047 0.355
H -0.6906 2.2066 -0.4900 0.301 -0.131 0.209 0.246
H -1.5252 0.8025 -1.1042 1.500 -0.084 -0.442 0.304
H 2.0706 1.2259 -1.0049 -1.255 0.925 -0.155 0.348
H 0.3509 -0.4866 -2.1848 -0.035 -0.640 -0.680 0.309
H 1.8142 0.2875 0.8963 -0.071 -0.138 0.093 0.250

=====

No. 3
16
Properties=species:S:1:pos:R:3:forces:R:3:mulliken_charge:R:1 method="wB97M-V/def2-TZVPD" homo_lumo_gap_ev=9.5 relative_energy_kcal_mol=133.0 total_charge=0
H 1.0539 -1.8069 0.1232 2.702 2.939 -0.418 0.398
N 1.9983 -1.2194 -0.0117 0.263 4.084 -1.102 -0.683
C 2.0634 0.1486 -0.2469 -4.328 -6.233 1.631 0.016
N 0.9832 1.1346 -0.0564 -1.085 -0.964 1.815 -0.333
C -0.2639 0.8135 0.9508 0.891 0.464 0.381 -0.067
C -0.8557 -0.6733 0.9768 5.288 -0.910 2.120 -0.753
O -0.6221 -1.2744 -0.3348 -1.409 0.801 2.808 -0.436
C -1.0428 -0.2433 -1.1034 2.401 3.873 -4.134 -0.528
C -0.4380 1.2080 -0.4240 -0.722 -1.306 -2.950 -0.041
H 2.9769 0.6503 -0.4767 0.633 -0.123 -0.101 0.404
H -0.1859 1.5613 1.8499 -0.587 -1.929 -1.787 0.320
H -1.8414 -0.8137 1.1959 -3.006 0.624 0.535 0.481
H -0.3230 -1.2587 1.8292 -0.548 0.579 -1.742 0.245
H -0.5202 -0.3859 -2.1501 -1.284 0.416 1.791 0.319
H -2.1080 -0.0162 -1.2467 -0.120 -0.755 0.317 0.358
H -0.8748 2.1754 -0.8751 0.912 -1.561 0.837 0.301